Model w:
The following is a DFT calculation (ωB97M-V/def2-TZVPD) of a 2-piece molecular cluster, C4H3Br2NO2S overall.

## Properties
SMILES string	O=[N+]([O-])c1ccc(Br)s1.Br
E_HOMO	-9.57	eV
LUMO energy	-0.95	eV

Cartesian coordinates (Å):
O  -1.2600  -0.4158  2.8011
N  -1.5692  -0.3910  1.6349
O  -2.4359  -1.1009  1.1548
C  -0.8096  0.4496  0.8257
C  0.4167  1.0032  1.0644
C  0.9521  1.5589  -0.0971
C  0.0908  1.4026  -1.1885
Br  0.5709  1.9450  -2.9501
S  -1.3212  0.6128  -0.8680
H  0.8017  0.9831  2.1172
H  1.9349  1.9915  -0.0568
Br  0.6737  -3.9581  -2.4790
H  1.9552  -4.0811  -1.9586

Model x:
The following is a DFT calculation (ωB97M-V/def2-TZVPD) of a 2-piece molecular cluster, C4H3Br2NO2S overall.

## Properties
SMILES string	O=[N+]([O-])c1ccc(Br)s1.Br
E_HOMO	-9.59	eV
LUMO energy	-0.89	eV

Cartesian coordinates (Å):
O  -2.4317  -1.7385  -1.0721
N  -1.9625  -0.6451  -1.2029
O  -2.0901  0.0099  -2.2434
C  -1.2762  0.0266  -0.1300
C  -0.6394  -0.7062  0.8683
C  0.1660  0.1921  1.5828
C  0.1345  1.4620  1.1626
Br  1.0798  2.9242  1.8019
S  -0.9383  1.6964  -0.2001
H  -0.4959  -1.7211  1.1352
H  0.8190  0.0908  2.3437
Br  4.0692  -0.1210  -2.0435
H  3.5657  -1.4703  -2.0024

It is model w that is the most stable of them.

Model w:
The following is a DFT calculation (ωB97M-V/def2-TZVPD) of one molecule with the formula C5H11N.

## Properties
SMILES string	C=C(CC)NC
E_HOMO	-7.84	eV
LUMO energy	1.07	eV

Cartesian coordinates (Å):
C  0.3728  1.6847  0.9069
C  0.1685  0.5385  0.2404
C  0.5737  -0.8150  0.7681
C  -0.5860  -1.5295  1.4996
N  -0.4437  0.5533  -1.0140
C  -0.0289  -0.1284  -2.2024
H  0.3156  2.5894  0.2931
H  1.0080  1.6978  1.7834
H  0.7247  -1.4900  -0.0881
H  1.4334  -0.5260  1.3655
H  -0.5169  -1.3114  2.5740
H  -1.5628  -1.0990  1.2474
H  -0.7238  -2.5571  1.1849
H  -0.9109  1.4371  -1.1315
H  -0.3752  -1.1723  -2.2415
H  1.0916  -0.2312  -2.1319
H  -0.2427  0.4282  -3.0998

Model x:
The following is a DFT calculation (ωB97M-V/def2-TZVPD) of a 2-piece molecular cluster, C5H11N overall.

## Properties
E_HOMO	-7.13	eV
LUMO energy	0.99	eV

Cartesian coordinates (Å):
C  1.9375  0.0829  -0.2262
N  0.9626  -0.0390  0.6223
C  0.7441  -0.2011  2.0500
C  -0.2614  -0.4049  0.9791
C  -1.0810  1.5603  -1.7708
C  -1.0148  -1.5839  0.4672
H  1.7514  -0.1273  -1.2728
H  -0.1001  2.0087  -1.9480
H  2.8865  0.4689  0.1216
H  0.7206  0.7047  2.6579
H  1.3291  -1.0253  2.4806
H  -1.1696  1.2881  -0.7145
H  -1.1867  0.6642  -2.3896
H  -1.8630  2.2758  -2.0368
H  -1.9105  -1.7614  1.0685
H  -1.3398  -1.4068  -0.5641
H  -0.4047  -2.5038  0.4756

Model y:
The following is a DFT calculation (ωB97M-V/def2-TZVPD) of C5H11N as an isolated structure.

## Properties
E_HOMO	-9.28	eV
LUMO energy	1.06	eV

Cartesian coordinates (Å):
C  -0.7646  1.4294  -0.0610
C  -0.9361  -0.0149  -0.2875
C  0.2756  -0.7033  0.3974
C  1.5571  -0.4773  -0.4064
C  2.5890  0.2087  0.1795
H  0.4115  1.7688  0.1557
H  -1.3637  1.8339  -1.1575
H  -1.4628  1.8332  1.0157
H  -0.7863  -0.3466  -1.3534
H  -2.6534  -1.3723  -0.3398
H  -2.1700  -0.7616  1.1812
H  0.4946  -0.4470  1.4635
H  0.0868  -1.8171  0.3057
H  1.6052  -1.0254  -1.3721
H  3.5370  0.1516  -0.4367
H  2.5288  0.6910  1.1632
N  -2.3649  -0.4520  0.0632

It is model w that is the most stable of them.

Model w:
The following is a DFT calculation (ωB97M-V/def2-TZVPD) of one molecule with the formula C5H11N.

## Properties
SMILES string	C[C@@H]1[C@H](C)N1C
E_HOMO	-8.93	eV
LUMO energy	1.22	eV

Cartesian coordinates (Å):
C  2.0992  -0.1768  -0.0268
C  0.6992  -0.4838  -0.5051
C  -0.4406  0.5049  -0.5643
C  -0.5661  1.9029  0.0184
N  -0.3699  -0.5043  0.4573
C  -1.4026  -1.5048  0.5722
H  2.5660  -1.0579  0.4321
H  2.7364  0.1302  -0.8646
H  2.0815  0.6244  0.7179
H  0.6615  -1.2535  -1.2895
H  -1.0938  0.3247  -1.4280
H  -1.2384  1.8148  0.8804
H  -1.0181  2.6102  -0.6821
H  0.3722  2.3239  0.3917
H  -2.3506  -0.9730  0.7211
H  -1.2189  -2.1088  1.4670
H  -1.5170  -2.1731  -0.2978

Model x:
The following is a DFT calculation (ωB97M-V/def2-TZVPD) of a 2-piece molecular cluster, C5H11N overall.

## Properties
E_HOMO (alpha / beta)	-7.04 / -7.04	eV
LUMO energy (alpha / beta)	1.08 / 1.08	eV

Cartesian coordinates (Å):
C  -1.4236  -1.4017  0.0347
C  -0.4412  -0.6582  0.8709
C  -0.5542  1.8559  -0.3202
N  0.8114  -0.5409  0.5809
C  1.6584  -0.6721  -0.5888
C  1.8633  0.3220  0.4968
H  -0.9668  -1.7794  -0.8850
H  -1.8525  -2.2424  0.5887
H  -2.2549  -0.7384  -0.2460
H  -0.7747  -0.1485  1.7701
H  -0.9499  1.2851  -1.1697
H  -0.3098  2.8620  -0.6512
H  -1.3310  1.9143  0.4498
H  1.1931  -0.3398  -1.5239
H  2.2335  -1.5949  -0.6594
H  2.6744  0.4150  1.1994
H  0.4245  1.4619  0.0529

It is model w that is the most stable of them.

Model w:
The following is a DFT calculation (ωB97M-V/def2-TZVPD) of a 3-piece molecular cluster, C2H10N2O3 overall.

## Properties
SMILES string	NCC(N)=O.O.O
E_HOMO	-10.13	eV
LUMO energy	0.33	eV

Cartesian coordinates (Å):
N  -0.8977  -1.7613  0.6877
C  -0.1297  -0.5660  0.2233
C  1.0543  -0.8440  -0.6622
N  1.8831  0.1719  -1.0827
O  1.2748  -1.9787  -1.0376
H  -0.6957  -2.4711  -0.0129
H  -0.4239  -2.0785  1.5267
H  -0.9071  0.1037  -0.1373
H  0.1679  0.0183  1.1136
H  1.9795  1.0101  -0.5366
H  2.7019  -0.1868  -1.5434
O  1.0803  2.8449  1.9264
H  1.7353  3.1572  2.5521
H  0.7135  2.0168  2.2759
O  -3.6901  1.1763  -0.7396
H  -3.7685  0.9335  0.1885
H  -3.0336  0.5858  -1.1042

Model x:
The following is a DFT calculation (ωB97M-V/def2-TZVPD) of a 3-piece molecular cluster, C2H10N2O3 overall.

## Properties
SMILES string	CNC(N)=O.O.O
E_HOMO	-9.95	eV
LUMO energy	0.77	eV

Cartesian coordinates (Å):
C  1.6167  -1.6183  -0.0940
N  0.7990  -0.7439  -0.8983
C  -0.5246  -0.6872  -0.5242
N  -1.5059  -0.1469  -1.4061
O  -0.9710  -1.1238  0.5337
H  1.6857  -1.3917  0.9844
H  2.6402  -1.5654  -0.4865
H  1.2883  -2.6486  -0.1555
H  1.0364  0.2513  -0.8556
H  -1.3109  -0.3397  -2.3786
H  -2.3773  -0.4435  -0.9951
O  -1.6588  1.4491  1.7302
H  -1.1550  0.6480  1.5076
H  -2.0451  1.1524  2.5605
O  1.0695  2.1532  0.0537
H  0.2732  1.9703  0.5702
H  1.1397  3.0847  -0.1466

It is model x that is the most stable of them.